1.
Entry from the Open Molecules 2025 dataset: a structure of composition C51H37NO2S2V (ωB97M-V with the def2-TZVPD basis set).

Each line ends with the Löwdin charge.
Cartesian coordinates (Å):
V1 -0.92892 1.25752 -0.54896  1.024
C1 -1.92145 2.02133 7.49413  -0.015
C2 -1.63900 1.43325 6.14943  -0.218
C3 -1.18569 2.25070 5.10190  0.004
C4 -0.92897 1.73679 3.85131  -0.069
C5 -1.14587 0.37378 3.63383  -0.427
C6 -1.62249 -0.45860 4.64702  -0.048
C7 -1.84837 0.07700 5.90238  0.006
S1 -0.87044 -0.43061 2.12182  1.240
O1 -1.46369 0.63215 1.04784  -0.535
C8 0.87976 -0.44202 1.83416  -0.312
C9 1.73092 0.20297 2.75956  -0.033
C10 3.07810 0.00680 2.68190  0.026
C11 3.62816 -0.88573 1.73423  -0.145
C12 5.01683 -1.15800 1.71215  0.000
C13 5.52489 -2.08608 0.84925  -0.023
C14 4.66869 -2.78125 -0.03387  -0.024
C15 3.33077 -2.51527 -0.06362  -0.003
C16 2.76962 -1.55028 0.81506  -0.119
C17 1.37436 -1.27515 0.84008  -0.151
C18 0.51843 -2.00114 -0.14364  -0.150
C19 -0.11357 -3.20823 0.27644  -0.102
C20 -0.00671 -3.68832 1.61113  -0.019
C21 -0.61942 -4.84803 1.98342  -0.025
C22 -1.37215 -5.60347 1.05468  -0.020
C23 -1.46066 -5.19678 -0.24304  0.004
C24 -0.82091 -4.00577 -0.66889  -0.130
C25 -0.83805 -3.62302 -2.02560  0.017
C26 -0.20885 -2.48182 -2.43187  -0.079
C27 0.46693 -1.67322 -1.48944  -0.319
S2 1.06452 -0.22206 -2.34478  1.226
O2 0.67407 0.97445 -1.32324  -0.512
C28 2.78220 -0.02618 -2.52557  -0.394
C29 3.69030 0.35115 -1.53497  -0.055
C30 5.01613 0.49266 -1.87235  0.000
C31 5.47123 0.24340 -3.17655  -0.217
C32 6.91653 0.41445 -3.51642  -0.015
C33 4.54286 -0.12394 -4.15122  0.003
C34 3.20132 -0.23793 -3.84184  -0.059
H1 -1.24273 2.84322 7.71649  0.095
H2 -1.84228 1.27427 8.28108  0.095
H3 -2.93868 2.41994 7.51434  0.108
H4 -1.02904 3.30592 5.28669  0.134
H5 -0.57254 2.37747 3.05407  0.123
H6 -1.81371 -1.50803 4.45521  0.121
H7 -2.20445 -0.56497 6.69738  0.135
H8 1.32080 0.82476 3.54118  0.108
H9 3.73788 0.50357 3.38191  0.137
H10 5.66145 -0.63828 2.40968  0.130
H11 6.58336 -2.31013 0.85044  0.126
H12 5.08212 -3.53673 -0.68883  0.125
H13 2.69516 -3.06451 -0.74570  0.127
H14 0.59972 -3.15395 2.33177  0.120
H15 -0.51399 -5.21196 2.99703  0.124
H16 -1.85172 -6.51838 1.37535  0.127
H17 -1.99961 -5.78567 -0.97444  0.131
H18 -1.35197 -4.24517 -2.74778  0.140
H19 -0.24650 -2.18643 -3.47359  0.118
H20 3.35295 0.56694 -0.53054  0.112
H21 5.72797 0.80154 -1.11709  0.132
H22 7.55644 0.12861 -2.68291  0.093
H23 7.11784 1.46534 -3.73823  0.108
H24 7.19373 -0.16862 -4.39213  0.094
H25 4.87295 -0.30598 -5.16555  0.135
H26 2.48564 -0.49541 -4.61438  0.119
N1 -5.06443 -2.52384 -5.20097  0.222
C35 -4.46086 -1.87953 -4.46656  -0.150
C36 -3.69821 -1.09724 -3.53998  -0.188
C37 -3.71385 -1.42773 -2.18564  0.008
C38 -2.94808 -0.69885 -1.29251  -0.056
C39 -2.18386 0.37436 -1.75729  -0.207
C40 -2.19603 0.72976 -3.11203  -0.060
C41 -2.94228 -0.01671 -4.00546  0.016
H27 -4.31995 -2.25524 -1.84160  0.140
H28 -2.95567 -0.97153 -0.24577  0.110
H29 -1.63359 1.58210 -3.47488  0.117
H30 -2.95944 0.23693 -5.05697  0.140
C42 -5.52326 4.30291 -0.43592  -0.016
C43 -5.03514 3.29784 0.40722  -0.004
C44 -3.73167 2.84816 0.31798  -0.010
C45 -2.86139 3.40549 -0.62476  -0.145
C46 -1.49687 2.98641 -0.83020  -0.169
C47 -0.64999 3.67762 -1.72679  -0.046
C48 -1.15261 4.67422 -2.53987  -0.012
C49 -2.49022 5.03043 -2.42238  0.079
C50 -3.34889 4.43857 -1.47921  -0.138
C51 -4.69151 4.86801 -1.36725  0.028
H31 -6.54857 4.63280 -0.34361  0.130
H32 -5.69219 2.86905 1.15282  0.128
H33 -3.38790 2.08495 1.00166  0.101
H34 0.40057 3.42239 -1.78958  0.118
H35 -0.50745 5.18802 -3.23864  0.132
H36 -2.89175 5.80652 -3.06432  0.145
H37 -5.04705 5.65127 -2.02482  0.136

## Properties
Energy above the lowest of the compared OMol25 structures with the same formula, charge and spin in eV: 0.000
DFT total energy in Eh: -3910.26265
HOMO level (alpha / beta) in eV: -15.722 / -15.722
Frontier orbital gap (alpha / beta) in eV: 5.4 / 5.4
Net charge: +3


2.
Entry from the Open Molecules 2025 dataset: a structure of composition C51H39BrN4O4W (ωB97M-V with the def2-TZVPD basis set).

Each line ends with the Löwdin charge.
Cartesian coordinates (Å):
W1 -0.21458 -0.56346 0.29231  1.698
O1 1.35934 0.10126 -0.63558  -0.336
C1 1.69975 0.35887 -1.98583  -0.409
C2 0.42475 0.48356 -2.83586  -0.056
C3 -0.66965 1.31877 -2.22166  -0.237
C4 -1.33227 2.18730 -3.07399  0.010
C5 -2.32576 3.01723 -2.59056  0.003
C6 -2.55049 3.02398 -1.22966  0.009
C7 -1.84549 2.16344 -0.40153  -0.214
C8 -1.88822 2.41353 1.07711  -0.074
C9 -2.27751 1.22505 1.94500  -0.403
O2 -1.30527 0.22234 1.68533  -0.385
C10 -3.67884 0.71703 1.61515  -0.133
C11 -4.67248 1.55306 1.11557  -0.018
C12 -5.94073 1.06321 0.83311  -0.054
C13 -6.24142 -0.27230 1.04678  -0.066
C14 -5.26660 -1.11353 1.56370  -0.054
C15 -4.00359 -0.61742 1.84712  -0.057
C16 -2.11093 1.55944 3.43868  -0.125
C17 -2.40044 0.58568 4.39252  -0.044
C18 -2.16924 0.81083 5.73925  -0.061
C19 -1.65113 2.02601 6.16684  -0.069
C20 -1.38115 3.01096 5.23307  -0.066
C21 -1.60893 2.77982 3.88105  -0.029
N1 -0.98986 1.23798 -0.89964  0.050
C22 2.57630 -0.80383 -2.45087  -0.170
C23 2.34276 -1.53762 -3.60778  -0.032
C24 3.17989 -2.59267 -3.95905  -0.067
C25 4.25845 -2.92461 -3.15715  -0.073
C26 4.50327 -2.19070 -2.00138  -0.065
C27 3.67015 -1.14165 -1.65420  -0.029
C28 2.45331 1.69264 -2.05559  -0.144
C29 3.49203 1.89031 -2.95783  -0.011
C30 4.10815 3.13034 -3.06407  -0.052
C31 3.69246 4.18922 -2.27304  -0.067
C32 2.64839 4.00521 -1.37759  -0.062
C33 2.03155 2.76748 -1.27408  -0.046
H1 0.04594 -0.50349 -3.09422  0.095
H2 0.69686 0.95686 -3.77907  0.142
H3 -1.04555 2.21643 -4.11535  0.130
H4 -2.86794 3.68147 -3.24980  0.129
H5 -3.24586 3.72394 -0.78929  0.126
H6 -2.54056 3.26333 1.26445  0.126
H7 -0.87886 2.71543 1.37172  0.130
H8 -4.48616 2.60651 0.95947  0.107
H9 -6.69788 1.73548 0.45220  0.113
H10 -7.23158 -0.65014 0.83185  0.112
H11 -5.49471 -2.15237 1.76402  0.113
H12 -3.26949 -1.27024 2.29564  0.075
H13 -2.81465 -0.36544 4.09275  0.097
H14 -2.40832 0.03770 6.45778  0.114
H15 -1.47893 2.20805 7.21908  0.113
H16 -1.00194 3.97314 5.55156  0.112
H17 -1.39336 3.58396 3.19160  0.106
H18 1.53018 -1.28518 -4.27699  0.114
H19 2.99477 -3.13974 -4.87436  0.114
H20 4.91968 -3.73313 -3.43980  0.114
H21 5.35810 -2.42767 -1.38071  0.116
H22 3.87242 -0.55957 -0.76267  0.130
H23 3.83435 1.07290 -3.57960  0.122
H24 4.91944 3.26525 -3.76659  0.114
H25 4.17586 5.15305 -2.35522  0.112
H26 2.30928 4.82950 -0.76324  0.108
H27 1.20794 2.63993 -0.58243  0.095
C34 -2.54430 -2.13632 -3.17721  0.011
C35 -2.11150 -1.36712 -2.10034  -0.082
N2 -0.99017 -1.64371 -1.43491  -0.065
C36 -0.29602 -2.77231 -1.75897  -0.150
C37 -0.64317 -3.57202 -2.85105  -0.118
C38 -1.79576 -3.22064 -3.57491  0.052
C39 0.17115 -4.70919 -3.17302  0.015
C40 1.24377 -5.02423 -2.41835  0.014
C41 1.58568 -4.24998 -1.25874  -0.120
C42 2.66917 -4.56305 -0.42075  0.040
C43 2.92567 -3.77489 0.67196  0.005
C44 2.09947 -2.68161 0.93656  -0.094
N3 1.05483 -2.37700 0.17964  -0.019
C45 0.81092 -3.13805 -0.92496  -0.143
H28 -3.45530 -1.86450 -3.69018  0.128
H29 -2.66565 -0.49721 -1.77255  0.131
H30 -2.09953 -3.81872 -4.42447  0.138
H31 -0.09836 -5.30931 -4.03199  0.132
H32 1.85843 -5.88072 -2.66198  0.135
H33 3.29152 -5.41955 -0.64640  0.140
H34 3.75672 -3.97824 1.33124  0.129
H35 2.29470 -2.03605 1.77771  0.093
O3 2.42806 2.23232 5.36286  0.131
C46 2.06813 1.55364 4.27875  -0.290
C47 2.38985 1.92689 2.97400  0.042
C48 1.93755 1.15286 1.93256  -0.092
N4 1.18821 0.04541 2.08941  -0.082
C49 0.94434 -0.32101 3.35951  -0.674
Br1 0.03862 -1.95792 3.64967  0.932
C50 1.34326 0.37538 4.46954  -0.018
H36 2.94284 3.01912 5.14210  0.137
H37 2.98142 2.80900 2.76645  0.131
H38 2.16832 1.41313 0.91049  0.091
H39 1.10896 0.03016 5.46512  0.129
O4 -2.02452 -3.28535 1.20891  0.196
C51 -1.50232 -2.31189 1.00589  -0.150

## Properties
Energy above the lowest of the compared OMol25 structures with the same formula, charge and spin in eV: 0.226
DFT total energy in Eh: -5127.60735
⟨S²⟩: 2.010
HOMO level (alpha / beta) in eV: -13.048 / -13.241
Frontier orbital gap (alpha / beta) in eV: 6.9 / 6.9
Net charge: +2
Spin multiplicity: 3